--- 1 ---
C4H9NOS2 | ωB97M-V with the def2-TZVPD basis set

Element x y z (Å)
C1 0.40 1.09 -1.95
N1 -0.69 0.14 -1.79
C2 -1.46 0.15 -0.65
O1 -2.67 0.05 -0.70
C3 -0.73 0.07 0.68
C4 0.41 -0.94 0.72
S1 0.51 -1.91 2.25
S2 1.23 -0.67 3.70
H1 0.75 1.04 -2.98
H2 1.22 0.91 -1.26
H3 0.09 2.12 -1.82
H4 -1.30 0.06 -2.60
H5 -0.34 1.01 1.08
H6 -1.52 -0.09 1.42
H7 0.19 -1.76 0.03
H8 1.37 -0.52 0.46
H9 2.54 -0.73 3.40

As for the spin multiplicity: 1. The orbital gap is 9.688 eV. As for the structure (SMILES): CNC(=O)CCSS.

=====

--- 2 ---
C4H9NOS2 | ωB97M-V with the def2-TZVPD basis set

Element x y z (Å)
C1 -0.45 1.20 0.01
C2 -0.15 -0.56 -1.82
C3 2.00 -0.48 0.91
C4 -0.48 -0.28 -0.39
N1 -1.30 1.62 0.97
O1 0.45 1.86 -0.42
S1 -2.14 -1.12 -0.07
S2 0.46 -1.37 0.85
H1 0.48 -1.41 -1.96
H2 -1.06 -0.77 -2.61
H3 0.53 0.27 -2.27
H4 2.66 -1.16 1.57
H5 1.73 0.53 1.26
H6 2.53 -0.27 0.00
H7 -2.17 1.04 1.17
H8 -1.24 2.51 1.54
H9 -1.85 -1.62 1.26

As for the spin multiplicity: 1. The orbital gap is 9.524 eV.

=====

Stability, highest: 1

=====

--- 1 ---
H22NO14 | ωB97M-V with the def2-TZVPD basis set

Element x y z (Å)
N1 -15.28 -11.04 17.61
O1 -15.56 -10.87 18.79
O2 -15.61 -10.16 16.78
O3 -14.81 -12.12 17.21
O4 -17.40 -8.27 18.48
H1 -16.84 -7.77 19.05
H2 -16.98 -9.13 18.39
O5 -18.15 -9.37 15.21
H3 -18.48 -10.12 15.72
H4 -17.27 -9.36 15.52
O6 -12.19 -10.76 17.31
H5 -12.17 -10.88 18.24
H6 -11.43 -10.22 17.12
O7 -12.90 -12.76 19.10
H7 -12.69 -13.67 18.99
H8 -13.83 -12.65 18.92
O8 -17.43 -12.95 15.68
H9 -17.20 -13.87 15.54
H10 -16.62 -12.55 15.96
O9 -15.44 -6.72 17.11
H11 -14.72 -7.34 17.36
H12 -16.23 -7.26 17.21
O10 -13.63 -15.16 17.29
H13 -14.46 -14.71 17.32
H14 -12.95 -14.62 16.84
O11 -14.76 -8.94 20.51
H15 -15.14 -9.18 21.33
H16 -15.05 -9.61 19.97
O12 -14.04 -11.43 14.70
H17 -14.71 -10.90 15.16
H18 -13.87 -12.14 15.30
O13 -13.34 -8.23 17.55
H19 -13.00 -8.04 16.64
H20 -13.10 -9.13 17.51
O14 -12.09 -13.25 16.02
H21 -11.13 -13.16 16.13
H22 -12.53 -12.51 16.49

As for the total charge: -1. As for the spin multiplicity: 1. The orbital gap is 9.639 eV.

=====

--- 2 ---
H22NO14 | ωB97M-V with the def2-TZVPD basis set

Element x y z (Å)
N1 -0.02 0.26 -0.49
O1 0.71 1.15 -0.27
O2 -0.35 -0.61 0.38
O3 -0.89 0.57 -1.33
O4 1.52 -1.32 1.32
H1 0.82 -0.97 0.94
H2 2.03 -1.02 0.60
O5 -1.57 3.50 -1.05
H3 -2.22 3.39 -1.80
H4 -1.26 2.54 -1.31
O6 -2.43 -0.92 2.38
H5 -1.83 -0.44 1.76
H6 -3.20 -0.43 2.21
O7 2.75 -0.86 -1.07
H7 2.30 -0.53 -1.84
H8 3.64 -0.69 -1.35
O8 1.11 -3.60 -0.13
H9 1.40 -2.77 0.24
H10 0.20 -3.42 0.19
O9 2.06 2.98 -1.64
H11 1.62 2.31 -0.92
H12 1.33 3.49 -2.07
O10 -3.37 -0.81 -2.22
H13 -4.19 -0.80 -1.90
H14 -2.60 -0.86 -1.68
O11 1.51 3.00 2.40
H15 0.54 2.73 2.69
H16 1.63 2.19 1.67
O12 -1.44 -3.41 1.44
H17 -1.47 -4.00 2.16
H18 -1.86 -2.52 1.54
O13 1.11 -0.33 3.57
H19 1.88 -0.70 3.92
H20 1.50 -0.28 2.71
O14 -0.53 1.27 -3.88
H21 0.37 1.09 -4.12
H22 -0.79 0.81 -3.03

As for the total charge: -1. As for the spin multiplicity: 1. The orbital gap is 9.699 eV.

=====

Stability, highest: 1

=====

--- 1 ---
C3H4OS2 | ωB97M-V with the def2-TZVPD basis set

Element x y z (Å)
C1 -0.14 -0.45 -0.09
C2 0.31 0.33 1.25
C3 0.56 0.53 -1.05
H1 -1.73 -1.07 -0.99
H2 0.33 -1.44 -0.07
H3 -0.52 0.94 1.60
H4 0.63 -0.35 2.04
O1 -1.46 -0.55 -0.26
S1 1.40 1.41 0.25
S2 0.62 0.64 -2.67

As for the spin multiplicity: 1. The orbital gap is 8.521 eV.

=====

--- 2 ---
C3H4OS2 | ωB97M-V with the def2-TZVPD basis set

Element x y z (Å)
S1 2.15 -1.69 -0.45
C1 0.83 -0.79 -0.59
C2 -0.39 -0.89 0.24
O1 -1.50 -0.28 -0.37
C3 -1.80 1.03 0.20
S2 -0.73 2.09 0.67
H1 0.99 0.24 -1.30
H2 -0.10 -0.07 1.07
H3 -0.67 -1.86 0.57
H4 -2.74 1.39 -0.09

As for the spin multiplicity: 1. The orbital gap is 8.298 eV. As for the structure (SMILES): S=CCOC=S.

=====

--- 3 ---
C3H4OS2 | ωB97M-V with the def2-TZVPD basis set

Element x y z (Å)
C1 0.33 0.07 0.74
C2 0.49 -0.17 -0.56
C3 -0.55 0.13 -1.57
O1 -1.29 -0.84 -4.03
S1 0.41 1.32 -2.97
S2 -0.21 -0.65 -3.12
H1 0.91 -0.10 1.66
H2 -0.64 0.61 0.89
H3 1.14 -0.89 -1.05
H4 -1.54 0.57 -1.42

As for the spin multiplicity: 1. The orbital gap is 9.282 eV.

=====

--- 4 ---
C3H4OS2 | ωB97M-V with the def2-TZVPD basis set

Element x y z (Å)
C1 1.80 -0.37 0.43
C2 0.59 -0.34 -0.15
C3 0.21 0.92 -0.66
S1 -1.29 1.31 -1.24
H1 2.19 -1.26 0.79
H2 2.47 0.40 0.52
H3 -0.14 -1.26 -0.28
H4 1.14 1.54 -0.69
O1 -3.05 -0.47 1.24
S2 -3.93 -0.47 0.05

As for the spin multiplicity: 1. The orbital gap (spin up / spin down) is 7.511 / 7.277 eV. As for the structure (SMILES): C=CC=S.O=S.

=====

Stability, highest: 1

=====

--- 1 ---
C17H22N2O4 | ωB97M-V with the def2-TZVPD basis set

Element x y z (Å)
C1 4.60 -2.32 -4.89
C2 3.14 -2.54 -4.52
O1 2.86 -1.74 -3.39
C3 1.61 -1.76 -2.86
C4 0.55 -2.52 -3.35
C5 -0.69 -2.47 -2.73
C6 -0.89 -1.66 -1.62
N1 -2.11 -1.58 -1.00
C7 -2.41 -0.81 0.10
O2 -3.53 -0.82 0.58
C8 -1.29 -0.02 0.61
C9 -1.62 0.82 1.82
N2 -0.50 1.58 2.33
C10 0.28 0.97 3.38
C11 -0.31 1.26 4.77
O3 0.47 0.70 5.80
C12 -0.09 2.78 1.83
O4 0.89 3.34 2.28
C13 -0.92 3.40 0.72
C14 -2.03 4.26 1.32
C15 -0.08 -0.06 0.02
C16 0.17 -0.88 -1.12
C17 1.41 -0.95 -1.75
H1 4.77 -1.27 -5.12
H2 4.86 -2.92 -5.76
H3 5.24 -2.60 -4.06
H4 2.97 -3.60 -4.29
H5 2.49 -2.26 -5.36
H6 0.67 -3.16 -4.20
H7 -1.50 -3.06 -3.12
H8 -2.88 -2.14 -1.36
H9 -1.96 0.14 2.61
H10 -2.47 1.46 1.58
H11 1.29 1.40 3.33
H12 0.35 -0.11 3.22
H13 -0.40 2.35 4.89
H14 -1.30 0.81 4.86
H15 1.34 1.11 5.78
H16 -1.32 2.64 0.05
H17 -0.25 4.05 0.15
H18 -2.73 3.65 1.91
H19 -2.59 4.75 0.53
H20 -1.61 5.02 1.97
H21 0.74 0.53 0.40
H22 2.24 -0.36 -1.38

As for the spin multiplicity: 1. The orbital gap is 8.302 eV. As for the structure (SMILES): CCOc1ccc2[nH]c(=O)c(CN(CCO)C(=O)CC)cc2c1.

=====

--- 2 ---
C17H22N2O4 | ωB97M-V with the def2-TZVPD basis set

Element x y z (Å)
C1 2.42 4.78 -1.23
C2 2.89 4.82 0.12
H1 2.43 5.55 0.70
H2 4.05 5.04 0.10
O1 2.70 3.75 0.67
C3 3.54 2.82 0.76
O2 4.52 2.97 0.18
C4 3.17 1.45 1.51
C5 3.98 0.23 1.18
C6 3.51 -0.19 -0.24
H3 4.03 0.49 -0.74
C7 2.21 -0.39 -0.37
N1 1.36 0.95 -0.26
C8 1.59 1.21 1.42
H4 1.33 0.40 1.92
H5 1.00 2.28 1.64
C9 -0.10 1.10 -0.59
C10 -0.93 0.08 0.13
C11 -1.48 -1.17 -0.55
C12 -2.34 -1.98 0.15
C13 -1.92 -2.56 1.23
C14 -2.70 -3.45 2.07
C15 -3.84 -4.10 1.34
C16 -4.22 -3.48 0.15
C17 -3.26 -2.78 -0.66
N2 -3.95 -2.14 -1.88
O3 -3.65 -0.85 -2.35
O4 -4.56 -2.93 -2.45
H6 -5.07 -3.83 -0.49
H7 -4.52 -4.81 1.70
H8 -2.42 -4.02 2.89
H9 -1.05 -2.20 1.69
H10 -1.35 -1.10 -1.60
H11 -1.10 0.17 1.06
H12 0.02 0.94 -1.64
H13 -0.31 1.87 -0.12
H14 1.75 -1.28 0.15
H15 1.69 -0.48 -1.20
H16 4.07 -1.14 -0.38
H17 5.05 0.51 1.47
H18 3.47 -0.46 1.99
H19 3.25 1.92 2.87
H20 1.47 4.67 -1.28
H21 2.98 4.09 -1.86
H22 2.82 5.69 -1.83

As for the spin multiplicity: 1. The orbital gap is 7.176 eV.

=====

--- 3 ---
C17H22N2O4 | ωB97M-V with the def2-TZVPD basis set

Element x y z (Å)
C1 5.04 0.84 0.34
C2 4.84 -0.16 1.34
O1 4.54 -1.19 0.86
C3 3.34 -1.51 0.35
C4 3.25 -2.57 -0.48
C5 2.06 -2.73 -1.47
C6 0.96 -2.00 -1.17
C7 -0.35 -2.21 -1.86
C8 -0.90 -1.15 -2.43
N1 -2.18 -0.53 -2.36
C9 -2.50 0.40 -1.19
O2 -1.54 1.20 -0.54
C10 -3.89 0.49 -0.95
C11 -4.35 1.66 -0.02
C12 -5.75 1.25 -0.09
C13 -6.87 2.04 0.77
O3 -6.01 0.23 -0.71
N2 -4.74 -0.25 -1.18
C14 0.94 -0.99 -0.11
C15 2.19 -0.93 0.43
O4 2.36 0.19 1.38
C16 1.14 1.26 1.78
C17 1.54 2.04 2.68
H1 5.66 1.76 0.77
H2 5.76 0.60 -0.42
H3 4.24 1.14 -0.18
H4 4.19 0.14 2.07
H5 5.93 -0.39 1.76
H6 4.16 -3.35 -0.77
H7 1.87 -3.62 -1.95
H8 -0.23 -3.27 -2.47
H9 -1.19 -2.69 -1.12
H10 -0.95 -1.20 -3.62
H11 -0.15 -0.34 -2.33
H12 -3.09 -1.29 -2.19
H13 -3.91 2.29 0.56
H14 -7.42 1.23 1.33
H15 -7.64 2.18 -0.17
H16 -6.55 2.85 1.21
H17 0.09 -0.58 0.13
H18 0.80 1.48 0.90
H19 0.21 0.45 2.04
H20 1.95 1.77 3.57
H21 2.44 2.62 2.41
H22 0.71 2.88 3.08

As for the spin multiplicity: 1. The orbital gap is 7.734 eV. As for the structure (SMILES): CCOc1ccc(CCNC(=O)c2cc(C)on2)cc1OCC.

=====

Stability, highest: 1

=====

--- 1 ---
C2H6NO2 | ωB97M-V with the def2-TZVPD basis set

Element x y z (Å)
C1 1.95 0.44 -0.68
O1 0.70 1.04 -0.93
H1 2.16 0.39 0.39
H2 2.72 1.03 -1.17
H3 1.98 -0.58 -1.09
C2 -2.24 -0.54 0.57
N1 -0.93 -0.56 0.56
O2 -3.05 -0.87 1.48
H4 -2.74 -0.16 -0.35
H5 0.06 0.59 -0.29
H6 -0.62 -0.77 1.51

As for the total charge: -1. As for the spin multiplicity: 1. The orbital gap is 7.985 eV.

=====

--- 2 ---
C2H6NO2 | ωB97M-V with the def2-TZVPD basis set

Element x y z (Å)
C1 -0.48 1.63 0.34
O1 -0.94 0.42 -0.15
N1 0.31 -0.39 -0.90
C2 0.20 -1.71 -0.28
O2 1.46 0.21 -0.66
H1 -1.05 2.60 0.15
H2 0.61 1.66 0.24
H3 -0.51 1.70 1.46
H4 -0.80 -2.22 -0.49
H5 1.07 -2.26 -0.52
H6 0.13 -1.64 0.82

As for the total charge: -1. As for the spin multiplicity: 1. The orbital gap is 6.555 eV. As for the structure (SMILES): CON(C)[O-].

=====

Stability, highest: 1

=====

--- 1 ---
CH3N2S | ωB97M-V with the def2-TZVPD basis set

Element x y z (Å)
C1 0.89 0.17 0.10
N1 1.43 -1.01 0.18
N2 -0.32 0.68 0.19
S1 2.51 0.28 -0.03
H1 1.26 -1.62 -0.63
H2 -1.11 0.06 0.24
H3 -0.64 1.63 0.05

As for the total charge: +1. As for the spin multiplicity: 1. The orbital gap is 9.874 eV.

=====

--- 2 ---
CH3N2S | ωB97M-V with the def2-TZVPD basis set

Element x y z (Å)
C1 0.29 -0.09 -0.27
N1 1.08 -0.37 0.73
N2 -0.95 -0.03 -0.61
S1 1.93 0.16 -0.71
H1 0.59 0.37 2.33
H2 -1.68 -0.17 0.09
H3 -1.24 0.13 -1.57

As for the total charge: +1. As for the spin multiplicity: 1. The orbital gap (spin up / spin down) is 6.956 / 8.961 eV.

=====

Stability, highest: 1

=====

--- 1 ---
C5H15NO2 | ωB97M-V with the def2-TZVPD basis set

Element x y z (Å)
C1 1.43 1.17 0.75
C2 1.71 -0.10 -0.04
C3 0.58 -0.77 -0.82
C4 -0.86 -0.01 -2.73
C5 -0.46 0.12 -1.45
N1 0.64 0.92 1.96
H1 2.35 1.57 1.18
H2 0.84 1.85 0.14
H3 2.08 -0.88 0.63
H4 2.58 0.09 -0.68
H5 1.07 -1.21 -1.70
H6 -0.03 -1.54 -0.37
H7 -1.59 0.65 -3.18
H8 -0.56 -0.81 -3.39
H9 -0.79 1.07 -1.02
H10 0.14 0.00 2.02
H11 -0.02 1.68 2.20
H12 -2.85 0.15 0.36
H13 -2.83 1.56 0.00
O1 -3.45 0.82 0.05
H14 0.53 -2.48 1.63
H15 -0.31 -1.96 2.73
O2 -0.21 -1.89 1.75

As for the total charge: +1. As for the spin multiplicity: 2. The orbital gap (spin up / spin down) is 9.490 / 4.478 eV.

=====

--- 2 ---
C5H15NO2 | ωB97M-V with the def2-TZVPD basis set

Element x y z (Å)
C1 -0.95 -0.76 1.84
C2 -1.58 -1.10 0.50
C3 -1.51 -0.04 -0.66
C4 -0.19 0.20 -1.31
C5 0.67 -0.82 -1.68
N1 0.14 1.49 -1.48
H1 0.09 -0.42 1.89
H2 -0.95 -1.64 2.49
H3 -1.40 -0.04 2.51
H4 -1.26 -2.08 0.17
H5 -2.66 -1.12 0.69
H6 -2.08 -0.60 -1.41
H7 -2.11 0.82 -0.36
H8 0.51 -1.89 -1.67
H9 1.61 -0.62 -2.18
H10 -0.59 2.12 -1.19
H11 0.90 1.75 -2.11
H12 0.50 1.30 0.84
H13 0.08 2.05 2.18
O1 0.74 1.99 1.48
H14 4.11 0.03 0.02
H15 2.55 -0.30 -0.03
O2 3.39 -0.32 -0.52

As for the total charge: +1. As for the spin multiplicity: 2. The orbital gap (spin up / spin down) is 11.338 / 7.762 eV.

=====

Stability, highest: 2

=====

--- 1 ---
CH2N2O | ωB97M-V with the def2-TZVPD basis set

Element x y z (Å)
H1 0.45 1.03 0.87
N1 -0.53 0.94 1.20
N2 -0.99 -0.04 0.79
C1 0.29 -0.87 -0.20
O1 1.39 -0.37 -0.14
H2 0.02 -1.78 -0.75

As for the spin multiplicity: 1. The orbital gap is 8.971 eV. As for the structure (SMILES): [H]/N=N\C=O.

=====

--- 2 ---
CH2N2O | ωB97M-V with the def2-TZVPD basis set

Element x y z (Å)
C1 -0.71 -0.47 0.12
N1 3.87 0.30 0.17
N2 3.06 -0.29 -0.27
O1 0.32 0.26 -0.09
H1 -1.36 0.11 0.81
H2 1.05 -0.09 -0.63

As for the spin multiplicity: 1. The orbital gap is 9.359 eV.

=====

--- 3 ---
CH2N2O | ωB97M-V with the def2-TZVPD basis set

Element x y z (Å)
C1 -0.01 -0.33 0.42
N1 -0.56 -0.42 -0.77
N2 -0.51 0.83 0.03
O1 0.97 -1.13 2.12
H1 -0.01 -0.56 -1.61
H2 0.11 1.61 -0.19

As for the spin multiplicity: 1. The orbital gap (spin up / spin down) is 9.692 / 9.682 eV.

=====

Stability, highest: 2